(1)
Formula: C32H45F7NO8
Source: the Open Molecules 2025 dataset
Level of theory: ωB97M-V with the def2-TZVPD basis set

Properties
Total energy: -70803.7518 eV
2S+1: 1
Net charge: -1
LUMO: 0.08601 Eh

Last column: Mulliken charge in e.
CARTESIAN COORDINATES (ANGSTROEM)
C (3.0837, -1.0426, 0.9162)  -0.242
C (2.6349, -0.3304, 0.0354)  -0.679
C (1.9378, 0.5215, -0.9642)  0.656
C (3.0178, 1.0445, -1.9415)  -1.531
C (4.1280, 1.7547, -1.1359)  0.455
C (4.7305, 2.9632, -1.8640)  -1.028
C (5.4433, 3.8870, -0.8558)  -1.024
C (6.4110, 3.1698, 0.1125)  -0.668
C (6.0333, 3.3483, 1.6031)  -1.040
C (5.3392, 2.1294, 2.2091)  0.201
C (5.5187, 2.0087, 3.7248)  -0.861
C (4.4832, 1.0170, 4.3302)  -0.384
O (5.0727, -0.1177, 4.9257)  -0.449
C (5.6997, -0.9735, 3.9782)  -0.518
O (0.9972, -0.1284, -1.7516)  -0.434
C (-0.2166, -0.5200, -1.1490)  2.783
C (-0.1346, -1.8718, -0.4058)  -1.957
C (0.6631, -2.9358, -1.1699)  -0.499
C (1.2186, -3.9601, -0.1521)  -1.415
C (-0.9225, 0.5490, -0.3035)  -1.186
C (-0.5932, 0.5537, 1.2033)  -0.428
C (-1.5210, -0.3393, 2.0304)  0.260
F (-2.1579, 0.3655, 3.0406)  -0.437
C (-1.1725, -0.7763, -2.3534)  -1.326
O (-2.4446, -1.2428, -1.9021)  0.273
C (-2.7723, -2.5309, -2.3320)  -0.313
C (-4.2469, -2.7112, -1.9601)  -0.303
O (-5.0484, -3.0639, -2.7795)  -0.568
C (-4.6150, -2.3543, -0.4889)  1.349
F (-3.5112, -2.5492, 0.2424)  -0.333
F (-4.8988, -1.0535, -0.4293)  -0.260
C (-5.7160, -3.2183, 0.1670)  0.548
F (-6.7041, -3.5311, -0.6591)  -0.302
F (-5.1519, -4.3436, 0.5776)  -0.300
C (-6.3689, -2.5242, 1.3968)  1.005
F (-7.2294, -3.4270, 1.9010)  -0.319
F (-7.0643, -1.4647, 1.0273)  -0.258
C (-5.3816, -2.1852, 2.5412)  0.152
O (-4.5000, -2.9038, 2.8998)  -0.460
O (-5.6447, -0.9992, 3.1755)  -0.522
C (-1.2638, 0.4631, -3.2706)  -0.356
O (-1.8722, 1.4872, -2.8876)  -0.737
O (-0.7048, 0.3303, -4.3434)  -0.777
H (3.3744, -1.5322, 1.8012)  0.652
H (1.5817, 1.4084, -0.4329)  0.150
H (2.5546, 1.6890, -2.6782)  0.484
H (3.4460, 0.1533, -2.3953)  0.314
H (3.6884, 2.1272, -0.2065)  -0.044
H (4.8741, 1.0098, -0.8791)  0.312
H (3.8899, 3.5179, -2.2772)  0.431
H (5.3878, 2.6515, -2.6727)  0.312
H (5.9487, 4.6723, -1.4150)  0.407
H (4.6550, 4.3509, -0.2642)  0.420
H (6.5648, 2.1227, -0.1304)  0.435
H (7.3795, 3.6576, -0.0029)  0.452
H (6.9604, 3.5334, 2.1478)  0.400
H (5.4067, 4.2327, 1.7021)  0.415
H (5.6780, 1.2085, 1.7343)  0.129
H (4.2654, 2.1808, 2.0270)  0.138
H (6.4950, 1.6061, 3.9914)  0.373
H (5.4008, 2.9724, 4.2133)  0.348
H (3.7230, 0.7527, 3.5884)  0.209
H (3.9499, 1.5356, 5.1243)  0.378
H (5.2384, -1.9594, 4.0524)  0.286
H (6.7601, -1.0696, 4.1994)  0.257
H (5.5207, -0.6135, 2.9678)  0.075
H (0.4166, -1.7416, 0.5263)  0.406
H (-1.1216, -2.2262, -0.1207)  0.712
H (1.5326, -2.4979, -1.6480)  0.351
H (0.0593, -3.4597, -1.9068)  0.439
H (2.1260, -3.5354, 0.2707)  0.185
H (0.4969, -4.2000, 0.6229)  0.294
H (1.5535, -4.8477, -0.6878)  0.458
H (-0.5999, 1.5105, -0.6970)  0.711
H (-2.0018, 0.5383, -0.4096)  0.278
H (0.4308, 0.2734, 1.4427)  -0.318
H (-0.7365, 1.5690, 1.5761)  0.670
H (-0.9368, -1.1352, 2.4931)  0.280
H (-2.2680, -0.8324, 1.4126)  -0.391
H (-0.7217, -1.5537, -2.9695)  0.839
H (-2.7045, -2.6015, -3.4158)  0.458
H (-2.1954, -3.3268, -1.8418)  0.188
H (-5.3011, -0.2574, 2.6601)  0.379
N (-8.2958, 0.7911, -2.6390)  0.019
C (-8.4874, 2.0244, -3.2013)  -0.429
C (-7.2685, 2.6460, -3.2737)  -0.887
C (-6.3012, 1.7522, -2.7384)  -0.071
C (-6.9658, 0.6184, -2.3576)  -0.637
H (-9.0162, 0.1178, -2.4605)  0.183
H (-9.4695, 2.3508, -3.4994)  0.380
H (-7.0876, 3.6317, -3.6689)  0.395
H (-5.2397, 1.9218, -2.6463)  0.644
H (-6.6100, -0.2936, -1.9145)  0.362

(2)
Formula: C32H45IrNO7
Source: the Open Molecules 2025 dataset
Level of theory: ωB97M-V with the def2-TZVPD basis set

Properties
ΔE to the lowest compared entry with this formula, charge and spin: 0.224 eV
Total energy: -52568.9664 eV
2S+1: 5
Net charge: +1
LUMO (alpha / beta): -0.07777 / -0.20343 Eh

Last column: Mulliken charge in e.
CARTESIAN COORDINATES (ANGSTROEM)
Ir (0.9650, -0.4272, -0.1128)  2.030
C (-2.4002, 4.4621, -3.1985)  -1.597
C (-3.1686, 3.1728, -3.5491)  1.969
C (-4.4988, 3.1496, -2.7835)  -1.676
C (-3.4736, 3.1840, -5.0488)  -2.185
C (-2.2920, 1.9909, -3.1423)  -0.680
C (-2.0794, 1.7380, -1.8065)  -0.980
C (-1.1664, 0.7554, -1.4328)  0.389
N (-0.8480, 0.3246, -0.1772)  -0.244
C (-1.6251, 0.2536, 0.9841)  -0.263
C (-2.6520, 1.0612, 1.3490)  0.385
C (-3.3233, 0.8511, 2.5838)  -0.955
C (-2.9309, -0.2125, 3.4013)  -0.236
C (-1.9207, -1.0936, 3.0718)  -0.644
C (-1.2342, -0.8722, 1.8206)  1.346
O (-0.3095, -1.6308, 1.4070)  -1.063
C (-1.4936, -2.2336, 3.9855)  2.141
C (-2.3003, -2.2576, 5.2851)  -2.175
C (-1.7045, -3.5784, 3.2643)  -1.646
C (-0.0051, -2.0581, 4.3513)  -1.569
C (-4.4073, 1.8363, 2.9879)  2.115
C (-3.7670, 3.2364, 3.0853)  -1.491
C (-5.0377, 1.4919, 4.3391)  -2.284
C (-5.5118, 1.8487, 1.9195)  -1.296
C (-0.4027, 0.0506, -2.4353)  0.920
O (0.5207, -0.7921, -1.9966)  -1.160
C (-0.6750, 0.2356, -3.8077)  -0.844
C (-1.6160, 1.1949, -4.1077)  0.582
C (0.0731, -0.5617, -4.8783)  2.030
C (1.5815, -0.2674, -4.7806)  -1.606
C (-0.1820, -2.0652, -4.6747)  -1.634
C (-0.3911, -0.1889, -6.2874)  -2.230
H (-2.9843, 5.3354, -3.4988)  0.443
H (-1.4402, 4.4963, -3.7196)  0.359
H (-2.2089, 4.5312, -2.1247)  0.330
H (-5.1058, 4.0050, -3.0854)  0.477
H (-4.3598, 3.2159, -1.7024)  0.356
H (-5.0616, 2.2395, -3.0033)  0.378
H (-4.1234, 4.0315, -5.2725)  0.431
H (-3.9929, 2.2744, -5.3628)  0.421
H (-2.5702, 3.2992, -5.6518)  0.438
H (-2.5819, 2.3316, -1.0635)  0.544
H (-2.9566, 1.8802, 0.7201)  -0.006
H (-3.4385, -0.3480, 4.3421)  0.780
H (-3.3709, -2.3829, 5.1060)  0.419
H (-2.1426, -1.3535, 5.8788)  0.389
H (-1.9686, -3.1066, 5.8837)  0.442
H (-2.7612, -3.7328, 3.0315)  0.361
H (-1.3804, -4.3889, 3.9208)  0.468
H (-1.1297, -3.6350, 2.3419)  0.340
H (0.1745, -1.0750, 4.7937)  0.349
H (0.6397, -2.1655, 3.4803)  0.334
H (0.2700, -2.8186, 5.0852)  0.470
H (-2.8695, 3.2166, 3.7078)  0.367
H (-4.4790, 3.9309, 3.5358)  0.438
H (-3.4938, 3.6286, 2.1025)  0.323
H (-4.3106, 1.5581, 5.1524)  0.410
H (-5.4775, 0.4914, 4.3394)  0.432
H (-5.8374, 2.2037, 4.5504)  0.466
H (-5.1253, 2.0805, 0.9248)  0.092
H (-6.2535, 2.6080, 2.1748)  0.466
H (-6.0173, 0.8815, 1.8700)  0.374
H (-1.8491, 1.3596, -5.1475)  0.735
H (2.0112, -0.6606, -3.8583)  0.309
H (1.7701, 0.8091, -4.8293)  0.329
H (2.0959, -0.7377, -5.6215)  0.501
H (0.1034, -2.3943, -3.6763)  0.320
H (0.4043, -2.6367, -5.3984)  0.454
H (-1.2372, -2.3015, -4.8313)  0.376
H (-0.1967, 0.8619, -6.5181)  0.404
H (-1.4546, -0.3928, -6.4347)  0.423
H (0.1625, -0.7913, -7.0095)  0.444
O (5.1630, -0.0078, -0.3248)  -0.436
C (3.8678, 0.1675, -0.3796)  0.700
O (3.0848, -0.7679, -0.2668)  -0.785
C (3.5022, 1.6027, -0.6598)  -0.531
O (2.1146, 1.8157, -0.6392)  -0.421
C (1.6399, 2.5801, 0.4834)  -0.594
C (1.5232, 1.7742, 1.7723)  0.787
O (1.5315, 2.3446, 2.8302)  -0.625
O (1.4104, 0.4691, 1.6188)  -0.753
H (5.3708, -0.9445, -0.1675)  0.405
H (3.8806, 1.8207, -1.6611)  0.453
H (4.0383, 2.2409, 0.0440)  0.453
H (0.6432, 2.9236, 0.2100)  0.244
H (2.2742, 3.4442, 0.6639)  0.467